No. 1
Density functional theory data (ωB97M-V/def2-TZVPD) for a single C6H7ClN2 molecule.

Last column: natural (NBO) charge in e.
CARTESIAN COORDINATES (ANGSTROEM)
C1 -1.576 2.458 0.110  -0.090
C2 -1.754 1.203 0.526  -0.106
C3 0.273 1.466 -0.270  0.397
C4 1.255 -0.970 -0.357  -0.431
C5 -0.066 -0.819 0.474  -0.204
C6 1.756 0.506 -0.793  -0.196
N1 -0.303 2.592 -0.500  -0.481
N2 -0.563 0.585 0.323  -0.378
Cl1 3.016 1.012 0.374  -0.064
H1 -2.305 3.245 0.252  0.211
H2 -2.520 0.794 1.171  0.219
H3 2.020 -1.427 0.239  0.231
H4 1.238 -1.382 -1.316  0.221
H5 -0.840 -1.491 0.050  0.216
H6 0.173 -1.038 1.518  0.211
H7 2.198 0.701 -1.810  0.245

## Properties
M	142.6	u
F_max	4.12	eV/Å
lowest unoccupied orbital energy	0.83	eV
energy above the lowest of the compared OMol25 structures with the same formula, charge and spin	73.3	kJ/mol
frontier orbital gap	9.9	eV
SMILES	Cl[C@H]1CCn2ccnc21

***

No. 2
Density functional theory data (ωB97M-V/def2-TZVPD) for 2 unconnected molecules or ions with the total composition C6H7ClN2O.

Last column: natural (NBO) charge in e.
CARTESIAN COORDINATES (ANGSTROEM)
C1 -2.515 -1.949 0.091  -0.741
C2 -2.275 -0.399 -0.073  0.554
C3 -0.793 -0.236 0.021  -0.018
C4 0.249 -1.119 -0.075  -0.322
C5 1.423 -0.329 0.067  0.163
C6 -0.857 2.273 0.128  -0.416
H1 -2.615 -1.941 1.565  0.252
H2 -1.745 -2.836 -0.417  0.279
H3 -3.686 -2.074 -0.352  0.249
H4 0.473 -2.145 -0.080  0.249
H5 -1.685 2.185 -0.581  0.242
H6 -1.218 2.609 1.267  0.227
H7 0.059 3.082 -0.381  0.232
N1 1.128 0.999 -0.096  -0.229
N2 -0.184 1.039 0.047  -0.142
O1 -3.006 0.548 -0.190  -0.531
Cl1 3.321 -0.410 -0.007  -0.050

## Properties
M	158.6	u
F_max	4.77	eV/Å
lowest unoccupied orbital energy	-0.14	eV
energy above the lowest of the compared OMol25 structures with the same formula, charge and spin	471.8	kJ/mol
frontier orbital gap	9.2	eV

***

No. 3
Density functional theory data (ωB97M-V/def2-TZVPD) for a single C6H7F molecule.

Last column: natural (NBO) charge in e.
CARTESIAN COORDINATES (ANGSTROEM)
C1 -0.357 -0.567 -1.828  -0.649
C2 0.309 -0.106 -0.452  0.179
C3 0.053 1.254 0.180  -0.200
C4 -0.370 1.459 1.534  -0.330
C5 0.241 -1.045 0.491  -0.043
C6 0.367 -1.802 1.444  -0.211
H1 0.011 0.066 -2.773  0.234
H2 -1.559 -0.188 -2.036  0.235
H3 -0.179 -1.641 -2.197  0.253
H4 0.047 2.067 -0.525  0.215
H5 -0.512 2.437 1.884  0.192
H6 -0.413 0.758 2.484  0.226
H7 0.595 -2.453 2.460  0.278
F1 1.768 -0.239 -0.665  -0.378

## Properties
M	98.1	u
F_max	9.10	eV/Å
lowest unoccupied orbital energy	0.68	eV
energy above the lowest of the compared OMol25 structures with the same formula, charge and spin	433.3	kJ/mol
frontier orbital gap	10.6	eV
SMILES	C#C[C@](C)(F)C=C

***

No. 4
Density functional theory data (ωB97M-V/def2-TZVPD) for a molecular structure, C6H7F6N2O8PtS2.

Last column: natural (NBO) charge in e.
CARTESIAN COORDINATES (ANGSTROEM)
Pt1 -0.569 1.323 0.266  1.273
F1 2.555 0.245 2.786  -0.298
C1 1.771 -0.763 2.431  0.730
F2 1.840 -0.950 1.114  -0.312
F3 2.255 -1.872 3.007  -0.323
S1 -0.033 -0.551 2.917  2.280
O1 -0.414 0.779 2.516  -0.957
O2 -0.056 -0.791 4.324  -0.910
N1 -0.615 -1.762 2.122  -1.255
S2 -1.518 -1.992 0.879  2.294
O3 -2.713 -2.710 1.176  -0.911
O4 -1.620 -0.953 -0.117  -0.993
C2 -0.439 -3.237 -0.058  0.715
F4 0.478 -2.590 -0.785  -0.326
F5 -1.174 -3.946 -0.930  -0.327
F6 0.199 -4.110 0.719  -0.314
N2 -0.675 0.912 -2.005  -0.825
C3 0.602 0.570 -2.618  -0.222
C4 1.654 1.636 -2.317  -0.530
C5 2.330 1.459 -0.921  0.784
O5 3.540 1.323 -0.894  -0.673
O6 1.589 1.505 0.111  -0.795
H1 -1.314 0.122 -1.949  0.412
H2 -1.112 1.709 -2.458  0.389
H3 0.487 0.471 -3.712  0.173
H4 0.927 -0.392 -2.217  0.214
H5 1.190 2.624 -2.333  0.209
H6 2.454 1.597 -3.058  0.224
O7 -2.853 1.519 1.122  -0.690
C6 -2.919 2.583 0.515  0.628
O8 -2.012 3.039 -0.228  -0.742
H7 -3.838 3.206 0.597  0.079

## Properties
M	608.3	u
F_max	1.74	eV/Å
lowest unoccupied orbital energy (alpha / beta)	2.42 / 1.80	eV
net charge	-1
⟨S²⟩	2.005
multiplicity	3
energy above the lowest of the compared OMol25 structures with the same formula, charge and spin	93.5	kJ/mol
frontier orbital gap (alpha / beta)	8.0 / 8.1	eV

***

No. 5
Density functional theory data (ωB97M-V/def2-TZVPD) for a gas-phase ion, C6H7FNO2 (charge -1).

Last column: natural (NBO) charge in e.
CARTESIAN COORDINATES (ANGSTROEM)
C1 -0.615 0.730 2.193  0.717
C2 1.246 0.298 0.013  -0.477
C3 -0.707 0.981 -0.527  -0.524
C4 -0.027 -1.295 -1.274  -0.317
C5 0.399 0.207 -1.266  -0.232
C6 -0.121 0.409 0.721  0.233
N1 -0.840 -1.524 -0.018  -0.117
O1 -1.819 0.818 2.304  -0.722
O2 0.320 0.997 2.967  -0.749
F1 -0.169 -2.422 0.863  -0.324
H1 1.909 -0.489 0.238  0.213
H2 1.726 1.315 0.085  0.220
H3 -0.384 2.036 -0.405  0.222
H4 -1.784 0.648 -0.547  0.257
H5 -0.870 -1.389 -1.939  0.206
H6 0.875 -1.938 -1.221  0.207
H7 0.861 0.620 -2.187  0.189

## Properties
M	144.1	u
F_max	3.71	eV/Å
lowest unoccupied orbital energy (alpha / beta)	3.67 / 3.66	eV
net charge	-1
frontier orbital gap (alpha / beta)	7.9 / 7.9	eV

***

No. 6
Density functional theory data (ωB97M-V/def2-TZVPD) for a molecular structure, C6H7HgLiO6.

Last column: natural (NBO) charge in e.
CARTESIAN COORDINATES (ANGSTROEM)
Hg1 3.128 1.124 0.248  0.838
O1 0.974 1.543 1.120  -0.901
O2 -0.539 2.284 -0.387  -0.509
C1 -1.638 1.803 0.394  -0.067
C2 -2.201 0.519 -0.197  -0.534
O3 1.612 2.439 -0.812  -0.744
C3 0.738 2.077 -0.001  0.972
H1 -1.322 1.658 1.434  0.205
H2 -2.395 2.595 0.356  0.194
H3 -2.421 0.657 -1.262  0.231
H4 -3.149 0.305 0.320  0.233
Li1 0.791 -0.274 1.611  0.927
O4 -0.896 -0.932 1.177  -0.864
O5 -0.968 -1.367 -1.009  -0.655
C4 1.126 -2.854 -0.467  -0.226
C5 1.983 -1.726 -0.549  0.300
O6 2.242 -0.955 0.414  -0.765
C6 -1.291 -0.694 0.000  0.781
H5 0.851 -3.245 0.512  0.213
H6 0.963 -3.458 -1.359  0.214
H7 2.410 -1.501 -1.542  0.157

## Properties
M	382.6	u
F_max	2.40	eV/Å
lowest unoccupied orbital energy (alpha / beta)	0.07 / -2.26	eV
⟨S²⟩	2.010
multiplicity	3
energy above the lowest of the compared OMol25 structures with the same formula, charge and spin	27.3	kJ/mol
frontier orbital gap (alpha / beta)	8.5 / 6.9	eV

***

No. 7
Density functional theory data (ωB97M-V/def2-TZVPD) for a molecular structure, C6H7HgO6.

Last column: natural (NBO) charge in e.
CARTESIAN COORDINATES (ANGSTROEM)
C1 1.029 -1.162 1.107  -0.610
C2 2.173 -0.944 0.500  -0.148
O1 3.088 0.003 0.979  -0.505
C3 3.071 1.197 0.412  1.020
O2 2.267 1.546 -0.434  -0.768
O3 3.964 1.967 0.968  -0.638
H1 0.619 -0.869 2.072  0.165
H2 2.546 -1.510 -0.358  0.172
H3 3.851 2.884 0.679  0.502
C4 -2.126 -0.717 1.621  -0.408
C5 -2.630 -0.727 0.377  0.089
O4 -1.941 -0.061 -0.627  -0.533
C6 -2.378 -0.116 -1.894  0.990
O5 -3.392 -0.598 -2.291  -0.582
O6 -1.383 0.401 -2.618  -0.722
Hg1 0.421 0.806 -1.275  0.793
H4 -2.421 -1.525 2.290  0.225
H5 -1.600 0.164 1.996  0.216
H6 -3.567 -1.180 0.059  0.212
H7 -1.591 0.439 -3.562  0.528

## Properties
M	375.7	u
F_max	3.11	eV/Å
lowest unoccupied orbital energy (alpha / beta)	0.23 / -1.41	eV
⟨S²⟩	0.755
multiplicity	2
energy above the lowest of the compared OMol25 structures with the same formula, charge and spin	394.8	kJ/mol
frontier orbital gap (alpha / beta)	6.5 / 4.6	eV

***

No. 8
Density functional theory data (ωB97M-V/def2-TZVPD) for 2 unconnected molecules or ions with the total composition C6H7I.

Last column: natural (NBO) charge in e.
CARTESIAN COORDINATES (ANGSTROEM)
C1 -1.445 -1.391 -0.973  -0.494
C2 0.783 -0.713 -2.058  -0.510
C3 -0.270 -1.074 -1.456  0.086
C4 0.188 0.972 1.947  -0.023
C5 -0.652 0.783 2.795  -0.296
C6 1.064 1.124 0.781  -0.692
I1 -2.301 0.805 3.926  0.275
H1 -1.770 -2.435 -0.960  0.231
H2 -2.107 -0.551 -0.688  0.232
H3 0.721 -0.545 -3.206  0.235
H4 1.760 -0.589 -1.552  0.222
H5 1.505 0.144 0.370  0.244
H6 2.002 1.763 1.165  0.240
H7 0.522 1.708 -0.090  0.252

## Properties
M	206.0	u
F_max	3.95	eV/Å
lowest unoccupied orbital energy	0.48	eV
energy above the lowest of the compared OMol25 structures with the same formula, charge and spin	315.9	kJ/mol
frontier orbital gap	9.6	eV
SMILES	C=C=C.CC#CI

***

No. 9
Density functional theory data (ωB97M-V/def2-TZVPD) for a single C6H7IN2O molecule.

Last column: natural (NBO) charge in e.
CARTESIAN COORDINATES (ANGSTROEM)
C1 -2.886 -0.057 0.004  -0.018
C2 -2.052 -0.856 -0.286  0.100
C3 2.897 0.576 0.069  -0.359
C4 1.499 0.436 0.100  0.147
C5 3.877 -0.243 -0.187  -0.277
C6 -3.766 0.976 0.478  -0.680
N1 0.261 -1.608 -0.674  0.051
N2 -1.106 -1.722 -0.807  -0.460
O1 0.473 -0.356 -0.154  -0.328
I1 5.914 0.441 -0.110  0.085
H1 3.239 1.527 0.379  0.229
H2 0.994 1.208 0.678  0.180
H3 3.773 -1.229 -0.445  0.198
H4 -4.768 0.682 0.439  0.237
H5 -3.539 1.138 1.616  0.238
H6 -3.515 1.853 -0.251  0.246
H7 -1.295 -2.765 -0.850  0.412

## Properties
M	250.0	u
F_max	3.01	eV/Å
lowest unoccupied orbital energy (alpha / beta)	0.22 / -0.10	eV
energy above the lowest of the compared OMol25 structures with the same formula, charge and spin	558.4	kJ/mol
frontier orbital gap (alpha / beta)	7.4 / 7.6	eV

***

No. 10
Density functional theory data (ωB97M-V/def2-TZVPD) for a molecular structure, C6H7KMgO6.

Last column: natural (NBO) charge in e.
CARTESIAN COORDINATES (ANGSTROEM)
Mg1 2.814 -0.361 1.157  1.832
O1 1.307 1.121 1.179  -0.924
O2 0.875 1.999 -0.865  -0.467
C1 -0.463 2.395 -0.504  -0.065
C2 -1.478 1.407 -1.064  -0.532
O3 2.683 0.796 -0.490  -0.841
C3 1.624 1.312 -0.040  0.993
H1 -0.541 2.484 0.585  0.203
H2 -0.603 3.381 -0.959  0.219
H3 -1.350 1.302 -2.148  0.243
H4 -2.477 1.825 -0.871  0.253
K1 -0.083 -0.117 2.495  0.961
O4 -1.561 0.019 0.867  -0.820
O5 -1.149 -0.959 -1.092  -0.558
C4 -0.306 -3.169 0.408  -0.265
C5 0.842 -2.380 0.264  0.292
O6 1.261 -1.585 1.175  -0.919
C6 -1.402 0.044 -0.380  0.773
H5 -0.760 -3.300 1.389  0.207
H6 -0.590 -3.839 -0.399  0.234
H7 1.356 -2.376 -0.707  0.180

## Properties
M	238.5	u
F_max	3.18	eV/Å
lowest unoccupied orbital energy (alpha / beta)	-5.82 / -6.03	eV
net charge	+1
⟨S²⟩	0.757
multiplicity	2
frontier orbital gap (alpha / beta)	6.9 / 6.0	eV

***

No. 11
Density functional theory data (ωB97M-V/def2-TZVPD) for a molecular structure, C6H7LiLuO6.

Last column: natural (NBO) charge in e.
CARTESIAN COORDINATES (ANGSTROEM)
Lu1 2.265 2.669 -1.011  1.781
O1 0.417 1.241 -0.838  -0.932
O2 0.997 -1.054 -0.689  -0.490
C1 2.352 -1.298 -1.057  -0.109
C2 3.123 -0.542 0.014  -0.109
O3 2.252 0.564 0.290  -0.638
C3 0.916 0.213 -0.140  0.758
H1 2.527 -2.378 -1.044  0.251
H2 2.551 -0.898 -2.062  0.189
H3 4.088 -0.153 -0.329  0.214
H4 3.258 -1.135 0.928  0.228
Li1 -5.858 0.150 -0.663  0.976
O4 -4.366 1.546 -0.366  -0.683
O5 -2.467 0.942 0.675  -0.427
C4 -1.553 0.030 0.758  0.492
C5 -0.152 0.390 0.909  -0.526
O6 -4.246 -0.515 0.454  -0.734
C6 -3.799 0.588 0.148  0.928
H5 -1.951 -0.914 1.159  0.235
H6 -0.070 1.334 1.469  0.301
H7 -0.282 -0.781 1.396  0.293

## Properties
M	357.0	u
F_max	6.59	eV/Å
lowest unoccupied orbital energy (alpha / beta)	-7.80 / -9.03	eV
net charge	+2
⟨S²⟩	0.751
multiplicity	2
energy above the lowest of the compared OMol25 structures with the same formula, charge and spin	453.5	kJ/mol
frontier orbital gap (alpha / beta)	7.4 / 7.7	eV

***

No. 12
Density functional theory data (ωB97M-V/def2-TZVPD) for a molecular structure, C6H7LiO6Rb.

Last column: natural (NBO) charge in e.
CARTESIAN COORDINATES (ANGSTROEM)
O1 -1.029 0.929 -4.096  -0.741
C1 -0.226 0.532 -3.246  0.987
O2 -0.127 -0.650 -2.838  -0.923
O3 0.562 1.528 -2.667  -0.579
C2 0.733 1.493 -1.346  0.136
C3 -0.074 2.347 -0.582  -0.431
Li1 -1.643 -0.967 -4.164  0.964
H1 -1.011 1.888 -0.237  0.278
H2 -0.368 3.340 -0.935  0.193
Rb1 0.594 -2.066 -1.015  0.983
C4 1.713 2.667 -0.175  -0.434
C5 2.161 1.840 1.011  -0.076
O4 3.426 2.364 1.431  -0.504
C6 4.076 1.705 2.373  0.984
O5 3.658 0.753 2.989  -0.645
O6 5.313 2.184 2.455  -0.659
H3 1.613 3.716 0.137  0.255
H4 2.551 2.793 -0.878  0.306
H5 2.273 0.774 0.767  0.195
H6 1.451 1.888 1.848  0.201
H7 5.792 1.699 3.139  0.509

## Properties
M	267.5	u
F_max	4.48	eV/Å
lowest unoccupied orbital energy	-3.87	eV
net charge	+1
energy above the lowest of the compared OMol25 structures with the same formula, charge and spin	506.6	kJ/mol
frontier orbital gap	6.9	eV

***

No. 13
Density functional theory data (ωB97M-V/def2-TZVPD) for 2 unconnected molecules or ions with the total composition C6H7N.

Last column: natural (NBO) charge in e.
CARTESIAN COORDINATES (ANGSTROEM)
N1 -1.355 -1.032 -2.634  -0.317
C1 -1.238 -0.816 -1.503  0.301
C2 -1.098 -0.551 -0.066  -0.412
C3 -1.357 0.893 0.307  -0.162
C4 -0.296 1.366 0.973  -0.216
C5 0.736 0.320 1.064  -0.217
C6 0.303 -0.791 0.453  -0.164
H1 -1.808 -1.204 0.463  0.281
H2 2.690 -0.209 -1.125  -0.001
H3 -2.277 1.410 0.064  0.228
H4 -0.197 2.363 1.390  0.226
H5 1.696 0.445 1.553  0.227
H6 3.374 -0.461 -1.274  -0.002
H7 0.825 -1.733 0.334  0.230

## Properties
M	93.1	u
F_max	1.13	eV/Å
lowest unoccupied orbital energy	0.64	eV
energy above the lowest of the compared OMol25 structures with the same formula, charge and spin	229.1	kJ/mol
frontier orbital gap	10.0	eV
SMILES	N#CC1C=CC=C1.[H][H]

***

No. 14
Density functional theory data (ωB97M-V/def2-TZVPD) for a molecular structure, C6H7N.

Last column: natural (NBO) charge in e.
CARTESIAN COORDINATES (ANGSTROEM)
C1 -0.757 -1.503 0.244  -0.677
C2 0.514 -0.781 0.016  0.168
N1 1.087 0.011 -0.772  -0.439
C3 -1.580 1.951 -1.247  -0.234
C4 -2.671 2.430 -1.092  -0.260
H1 2.767 0.236 0.209  0.372
H2 -1.213 -1.207 1.193  0.240
H3 -0.573 -2.580 0.302  0.236
H4 -1.453 -1.298 -0.569  0.242
H5 -3.648 2.839 -1.068  0.231
C5 1.743 -0.759 0.816  0.139
C6 2.844 -0.375 1.293  -0.541
H6 3.579 -0.430 2.068  0.269
H7 -0.640 1.466 -1.393  0.253

## Properties
M	93.1	u
F_max	4.10	eV/Å
lowest unoccupied orbital energy (alpha / beta)	0.73 / 0.73	eV
energy above the lowest of the compared OMol25 structures with the same formula, charge and spin	772.2	kJ/mol
frontier orbital gap (alpha / beta)	9.0 / 9.0	eV

***

No. 15
Density functional theory data (ωB97M-V/def2-TZVPD) for a single C6H7N molecule.

Last column: natural (NBO) charge in e.
CARTESIAN COORDINATES (ANGSTROEM)
C1 0.551 -1.366 -0.486  -0.607
C2 -0.489 -0.325 -0.034  -0.275
C3 -0.018 0.747 1.003  -0.498
C4 0.892 0.216 2.030  0.286
N1 1.642 -0.266 2.767  -0.323
C5 -0.974 0.474 -1.184  0.001
C6 -1.084 1.379 -1.975  -0.244
H1 1.119 -1.005 -1.345  0.220
H2 1.258 -1.687 0.292  0.233
H3 -0.002 -2.247 -0.811  0.221
H4 -1.289 -0.864 0.481  0.230
H5 0.451 1.567 0.457  0.258
H6 -0.920 1.170 1.460  0.254
H7 -1.138 2.205 -2.656  0.244

## Properties
M	93.1	u
F_max	1.17	eV/Å
lowest unoccupied orbital energy	0.79	eV
energy above the lowest of the compared OMol25 structures with the same formula, charge and spin	237.0	kJ/mol
frontier orbital gap	11.3	eV
SMILES	C#C[C@@H](C)CC#N